(1)
The following is a quantum chemistry calculation of C33H52AsBaNP2 as an isolated structure, from the Open Molecules 2025 dataset.

Calculated values
Energy relative to the best compared isomer or geometry (same formula, charge and spin), eV: 0.636
Orbital gap, eV: 8.13
Multiplicity: 1
Net charge: +2
HOMO energy, eV: -13.65
Largest force on an atom, eV/A: 0.825

Last column: Mulliken charge in e.
CARTESIAN COORDINATES (ANGSTROEM)
Ba1 0.0326 -1.5614 -0.7837  1.403
N1 2.9379 -1.0598 -0.4275  -0.123
C1 3.7332 -1.4002 0.7333  0.394
C2 5.0936 -1.6288 0.6027  -0.685
C3 5.8519 -1.9581 1.7182  -0.724
C4 5.2529 -2.0507 2.9672  -0.834
C5 3.8902 -1.8278 3.0956  -0.421
C6 3.1144 -1.5048 1.9834  0.213
P1 1.3074 -1.3151 2.0709  0.012
C7 1.0280 0.4580 2.3996  1.277
C8 2.0563 1.3982 2.3883  -0.422
C9 1.7776 2.7419 2.6240  -0.571
C10 0.4750 3.1486 2.8808  -0.712
C11 -0.5566 2.2113 2.9059  -0.557
C12 -0.2824 0.8751 2.6567  -0.839
C13 0.7910 -2.1417 3.6066  0.383
C14 0.8969 -1.5280 4.8558  -0.135
C15 0.5224 -2.2167 6.0020  -0.742
C16 0.0376 -3.5179 5.9097  -0.550
C17 -0.0770 -4.1324 4.6712  -0.626
C18 0.2953 -3.4428 3.5236  -0.759
H1 3.5020 -1.1023 -1.2663  0.306
H2 2.6190 -0.0915 -0.3648  -0.181
H3 5.5648 -1.5492 -0.3730  0.380
H4 6.9164 -2.1370 1.6089  0.404
H5 5.8433 -2.3082 3.8392  0.454
H6 3.4230 -1.9337 4.0679  0.412
H7 3.0816 1.0762 2.2260  0.599
H8 2.5844 3.4685 2.6309  0.466
H9 0.2624 4.1929 3.0817  0.443
H10 -1.5690 2.5253 3.1309  0.488
H11 -1.0833 0.1445 2.7084  0.506
H12 1.2668 -0.5118 4.9357  0.481
H13 0.6075 -1.7374 6.9710  0.433
H14 -0.2522 -4.0524 6.8083  0.412
H15 -0.4563 -5.1451 4.5999  0.432
H16 0.2132 -3.9302 2.5580  0.281
C19 -4.6315 -2.1362 -3.7984  -1.185
C20 -4.2270 -2.8856 -2.5283  -0.758
As1 -3.2088 -1.8271 -1.2409  0.244
C21 -4.4098 -0.3422 -0.8014  -0.892
C22 -4.6228 0.7136 -1.8904  -1.001
C23 -3.5213 -2.9044 0.3752  -0.696
C24 -3.0053 -4.3397 0.2531  -1.039
H17 -4.9192 -2.8504 -4.5705  0.372
H18 -3.8193 -1.5283 -4.2019  0.265
H19 -5.4852 -1.4859 -3.6254  0.263
H20 -3.6048 -3.7421 -2.7757  0.437
H21 -5.0957 -3.2604 -1.9901  0.517
H22 -3.9929 0.1043 0.1003  0.492
H23 -5.3554 -0.8001 -0.5181  0.677
H24 -3.6996 0.9893 -2.3986  0.062
H25 -5.0428 1.6206 -1.4546  0.386
H26 -5.3184 0.3693 -2.6513  0.315
H27 -4.5921 -2.8876 0.5641  0.432
H28 -3.0499 -2.3968 1.2181  0.459
H29 -3.4701 -4.8669 -0.5788  0.335
H30 -3.2221 -4.9044 1.1594  0.368
H31 -1.9202 -4.3839 0.1006  0.197
C25 3.5672 2.3203 -1.0400  -1.398
C26 2.4931 2.8141 -2.0164  0.360
C27 2.1840 4.2880 -1.7350  -1.615
P2 1.0039 1.6894 -2.0481  0.588
C28 -0.3540 2.5462 -1.1307  0.558
C29 -1.2292 3.5637 -1.8706  -1.717
C30 -1.2320 1.4317 -0.5350  0.319
C31 0.6310 1.6108 -3.8530  0.086
C32 -0.5474 0.6637 -4.1184  -1.242
C33 0.4838 2.9169 -4.6349  -1.525
H32 4.3595 3.0686 -0.9474  0.541
H33 4.0417 1.3953 -1.3774  0.302
H34 3.1522 2.1684 -0.0377  0.109
H35 2.8959 2.7346 -3.0272  0.611
H36 1.8574 4.4375 -0.7017  0.300
H37 1.4294 4.7091 -2.3980  0.284
H38 3.0967 4.8706 -1.8735  0.484
H39 0.1569 3.0408 -0.3031  0.308
H40 -1.8573 3.0693 -2.6175  0.272
H41 -0.6608 4.3438 -2.3683  0.334
H42 -1.8980 4.0499 -1.1548  0.504
H43 -1.6142 0.7713 -1.3246  -0.129
H44 -2.0999 1.8414 -0.0099  0.573
H45 -0.6685 0.8415 0.2027  -0.821
H46 1.5411 1.1201 -4.2130  0.501
H47 -1.4855 1.0707 -3.7250  0.138
H48 -0.3891 -0.3277 -3.6734  0.093
H49 -0.6857 0.5139 -5.1929  0.553
H50 -0.5065 3.3552 -4.5118  0.300
H51 0.6167 2.7075 -5.6997  0.478
H52 1.2303 3.6628 -4.3573  0.298

Atoms 1-3, force components in eV/Å:
Ba 0.656 0.232 -0.442
N -0.382 -0.042 0.318
C -0.128 0.026 -0.180

=====

(2)
The following is a quantum chemistry calculation of C50H83N22O4P as an isolated structure, from the Open Molecules 2025 dataset.

Calculated values
Energy relative to the best compared isomer or geometry (same formula, charge and spin), eV: 1.581
Orbital gap, eV: 8.27
Multiplicity: 1
HOMO energy, eV: -8.31
Largest force on an atom, eV/A: 9.538

Last column: Mulliken charge in e.
CARTESIAN COORDINATES (ANGSTROEM)
C1 -0.7568 0.2218 1.3125  -1.408
C2 -1.7620 0.2873 0.1193  1.321
C3 -1.2514 1.0690 -1.1109  -1.082
C4 -2.4215 1.8246 -1.7751  -0.950
C5 -3.5574 0.9150 -2.2968  -0.236
O1 -4.7801 1.2382 -1.6015  -0.390
C6 -5.6120 0.1507 -1.2364  2.349
C7 -4.9596 -0.8349 -0.2354  -2.556
C8 -6.2807 -0.6112 -2.4209  -1.618
N1 -5.4453 -1.5644 -3.1373  -0.193
P1 -7.0120 0.9587 -0.2884  0.891
O2 -8.3521 0.5565 -0.7721  -0.796
O3 -6.7767 0.7288 1.3006  -0.464
O4 -6.8683 2.5800 -0.4589  -0.647
H1 -1.2980 0.4907 2.2186  0.102
H2 0.0847 0.8995 1.1759  0.207
H3 -0.4194 -0.8059 1.4222  0.481
H4 -2.6504 0.8170 0.4872  -0.564
H5 -2.0401 -0.7342 -0.1652  0.108
H6 -0.7262 0.4327 -1.8343  0.275
H7 -0.5224 1.8084 -0.7545  0.482
H8 -2.0049 2.4033 -2.6118  0.368
H9 -2.8251 2.5516 -1.0614  0.259
H10 -3.7162 1.1811 -3.3513  0.254
H11 -3.3066 -0.1478 -2.2847  0.378
H12 -5.7660 -1.4923 0.1253  0.841
H13 -4.5589 -0.3211 0.6351  0.156
H14 -4.2250 -1.4568 -0.7484  0.479
H15 -7.1016 -1.1931 -1.9868  0.499
H16 -6.6737 0.1246 -3.1291  0.416
H17 -4.7694 -1.1241 -3.7472  0.020
H18 -5.0269 -2.2539 -2.5294  0.200
H19 -6.6676 1.6005 1.7081  0.233
H20 -6.6815 2.7478 -1.3937  0.354
C9 -4.4901 -2.1662 3.2213  -0.346
C10 -3.0461 -1.9116 3.2460  0.431
N2 -1.9214 -1.6762 3.2662  -0.485
H21 -4.9313 -1.6842 2.3513  -0.229
H22 -4.6903 -3.2358 3.1658  0.468
H23 -4.9490 -1.7638 4.1236  0.378
C11 -8.0924 -3.6296 -5.0147  -0.977
C12 -7.2509 -4.4158 -4.1177  0.418
N3 -6.5830 -5.0166 -3.4055  -0.142
H24 -9.1350 -3.9144 -4.8857  0.395
H25 -7.9737 -2.5719 -4.7826  0.206
H26 -7.7963 -3.8083 -6.0474  0.262
C13 -4.6899 -6.0980 -2.7412  -0.839
C14 -4.3377 -5.8642 -1.3475  0.272
N4 -4.0629 -5.6731 -0.2430  -0.519
H27 -4.8853 -7.1566 -2.9026  0.273
H28 -5.6704 -5.4630 -3.0205  0.342
H29 -3.8685 -5.7880 -3.3880  0.330
C15 3.6339 1.7815 2.4629  -0.590
C16 2.9013 0.6393 1.9081  0.342
N5 2.3199 -0.2503 1.4738  -0.428
H30 4.5573 1.9306 1.9052  0.219
H31 3.0273 2.6817 2.3959  0.365
H32 3.8757 1.5968 3.5066  0.126
C17 6.6377 1.5956 5.9703  -0.487
C18 6.8229 2.3419 4.7246  0.447
N6 6.9678 2.9217 3.7440  -0.548
H33 7.3551 1.9413 6.7138  0.002
H34 5.6270 1.7475 6.3458  0.279
H35 6.7916 0.5334 5.7828  0.282
C19 -5.0517 -1.9360 -7.4021  -0.682
C20 -4.3765 -1.0253 -6.4754  0.486
N7 -3.8471 -0.3106 -5.7499  -0.465
H36 -6.1000 -1.6553 -7.4913  0.265
H37 -4.5833 -1.8793 -8.3819  0.164
H38 -4.9828 -2.9589 -7.0358  0.216
C21 7.2278 -0.0141 1.7257  -0.055
C22 6.6715 -0.7263 2.8743  0.411
N8 6.2474 -1.2666 3.7951  -0.523
H39 8.2823 -0.2777 1.6080  -0.216
H40 6.6845 -0.2807 0.8200  0.290
H41 7.1481 1.0607 1.8902  0.185
C23 -10.5603 -1.4077 1.0035  -0.391
C24 -10.9974 -2.5967 1.7414  0.207
N9 -11.3393 -3.5313 2.3137  -0.393
H42 -11.1018 -0.5330 1.3575  0.301
H43 -9.4941 -1.2490 1.1507  0.013
H44 -10.7530 -1.5395 -0.0589  0.263
C25 4.7252 6.1078 5.8411  -0.586
C26 3.9757 4.9658 5.3109  0.270
N10 3.3976 4.0678 4.8892  -0.362
H45 5.6292 6.2599 5.2551  0.287
H46 4.1123 7.0055 5.7922  0.336
H47 5.0029 5.9228 6.8750  0.014
C27 -4.0818 2.5261 3.5666  -0.648
C28 -2.9586 2.9321 2.7191  0.463
N11 -2.0764 3.2504 2.0590  -0.420
H48 -4.2747 1.4616 3.4346  0.027
H49 -3.8436 2.7175 4.6109  0.365
H50 -4.9713 3.0925 3.2942  0.251
C29 6.4281 6.3922 10.3021  -0.801
C30 6.5545 7.1381 9.0479  0.422
N12 6.6534 7.7163 8.0617  -0.432
H51 7.1772 6.7376 11.0116  0.313
H52 5.4368 6.5464 10.7241  0.286
H53 6.5778 5.3308 10.1131  0.251
C31 11.5001 1.2672 2.3303  -0.875
C32 10.7975 0.1325 1.7252  0.372
N13 10.2347 -0.7495 1.2510  -0.549
H54 12.4406 1.4374 1.8110  0.319
H55 10.8829 2.1609 2.2608  0.314
H56 11.7057 1.0602 3.3757  0.320
C33 -7.4345 -5.6930 0.7435  -0.437
C34 -6.7659 -4.9831 1.8351  0.326
N14 -6.2426 -4.4096 2.6799  -0.491
H57 -8.4698 -5.3621 0.6715  0.295
H58 -6.9226 -5.4858 -0.1940  -0.126
H59 -7.4126 -6.7642 0.9333  0.287
C35 10.2385 1.4470 8.9839  -0.758
C36 9.6492 2.7048 8.5169  0.360
N15 9.1920 3.6940 8.1546  -0.402
H60 11.3112 1.4550 8.8016  0.280
H61 10.0568 1.3293 10.0503  0.274
H62 9.7918 0.6101 8.4503  0.275
C37 13.5874 5.1658 3.2082  -0.681
C38 13.1865 3.9093 3.8461  0.336
N16 12.8724 2.9264 4.3494  -0.432
H63 13.0108 5.9895 3.6245  0.288
H64 14.6444 5.3509 3.3796  0.248
H65 13.4049 5.1083 2.1362  0.265
C39 -3.1989 -3.8692 -10.9639  -0.744
C40 -3.8247 -4.4894 -9.7928  0.306
N17 -4.3151 -4.9725 -8.8740  -0.374
H66 -2.1741 -4.2242 -11.0620  0.286
H67 -3.7570 -4.1291 -11.8601  0.247
H68 -3.1937 -2.7892 -10.8529  0.290
C41 -7.4802 -8.0376 -5.5777  -0.772
C42 -6.0222 -7.9364 -5.4753  0.379
N18 -4.8809 -7.8524 -5.3942  -0.396
H69 -7.8295 -7.4577 -6.4302  0.254
H70 -7.7685 -9.0784 -5.7104  0.321
H71 -7.9402 -7.6514 -4.6696  0.245
C43 -10.2712 3.8894 -0.9728  -0.348
C44 -10.7796 5.1563 -1.5067  0.166
N19 -11.1775 6.1480 -1.9254  -0.354
H72 -9.1972 3.8233 -1.1295  0.020
H73 -10.4779 3.8290 0.0938  0.274
H74 -10.7542 3.0545 -1.4764  0.261
C45 -2.2757 -2.0540 -14.9344  -0.778
C46 -2.9730 -1.6763 -13.7024  0.375
N20 -3.5201 -1.3804 -12.7379  -0.392
H75 -2.9171 -1.8631 -15.7924  0.273
H76 -1.3627 -1.4703 -15.0331  0.274
H77 -2.0226 -3.1121 -14.9053  0.267
C47 9.8120 -4.0582 1.7073  -0.661
C48 10.3853 -5.3142 1.2154  0.242
N21 10.8372 -6.2965 0.8302  -0.362
H78 10.4964 -3.5908 2.4116  0.251
H79 9.6421 -3.3771 0.8770  0.240
H80 8.8650 -4.2554 2.2071  0.284
C49 16.1468 7.4168 0.1663  -0.798
C50 16.1390 7.1775 1.6118  0.390
N22 16.1326 6.9932 2.7447  -0.440
H81 16.9226 8.1382 -0.0820  0.303
H82 16.3438 6.4847 -0.3597  0.268
H83 15.1810 7.8083 -0.1471  0.270

Atoms 1-3, force components in eV/Å:
C -0.770 -0.197 -0.711
C 0.685 0.291 0.330
C -0.516 0.249 0.491

=====

(3)
The following is a quantum chemistry calculation of C29H41CoGe2N8S as an isolated structure, from the Open Molecules 2025 dataset.

Calculated values
Energy relative to the best compared isomer or geometry (same formula, charge and spin), eV: 0.000
Orbital gap (spin up / spin down), eV: 6.20 / 6.22
Multiplicity: 2
Net charge: +3
Expectation value of S²: 0.8171
HOMO energy (spin up / spin down), eV: -16.19 / -16.20
Largest force on an atom, eV/A: 0.599

Last column: Mulliken charge in e.
CARTESIAN COORDINATES (ANGSTROEM)
Co1 -0.1398 0.2760 -0.2762  -0.675
C1 3.8722 -0.1017 -1.5677  -1.871
C2 2.3967 -0.0445 -1.3850  0.801
N1 1.7599 -0.1125 -0.2690  0.815
N2 2.3962 -0.2884 0.9338  -0.516
C3 1.6335 -0.3037 2.0439  0.717
N3 2.2125 -0.5184 3.2074  -0.399
S1 -0.0542 -0.0269 1.9433  -0.449
C4 1.4873 0.0727 -2.5473  0.616
C5 1.9361 -0.0107 -3.8456  -0.733
C6 1.0028 -0.0208 -4.8815  -0.906
C7 -0.3380 0.0248 -4.5666  -1.012
C8 -0.7128 0.1247 -3.2304  0.075
N4 0.1701 0.1792 -2.2395  0.966
H1 4.4373 -0.0423 -0.6416  0.529
H2 4.1930 0.7309 -2.1956  0.415
H3 4.1512 -1.0248 -2.0814  0.403
H4 3.3887 -0.4785 0.9566  0.198
H5 3.2067 -0.6602 3.3165  0.219
H6 1.6538 -0.5183 4.0485  0.250
H7 2.9927 -0.0804 -4.0620  0.571
H8 1.3304 -0.0806 -5.9109  0.464
H9 -1.1001 -0.0031 -5.3328  0.541
H10 -1.7574 0.1662 -2.9580  0.192
C9 -4.8912 -0.8139 -0.8395  -1.043
Ge1 -4.2144 -1.8886 0.6448  0.563
C10 -4.7847 -3.7605 0.5686  -1.118
C11 -4.4646 -1.0186 2.3597  -0.957
Ge2 -1.8035 -2.4710 0.2564  -1.123
C12 -1.2418 -2.8058 -1.5440  1.070
C13 -2.2964 -2.7840 -2.4701  -0.059
C14 -2.0936 -3.1828 -3.7844  -0.903
C15 -0.8227 -3.5533 -4.1994  -0.580
C16 0.2440 -3.5374 -3.3028  -1.025
C17 0.0388 -3.1750 -1.9837  0.219
C18 -0.8709 -3.4333 1.6095  1.018
C19 -1.5862 -3.6602 2.7932  -0.169
C20 -1.0468 -4.4391 3.8059  -0.902
C21 0.2254 -4.9729 3.6576  -0.519
C22 0.9590 -4.7339 2.4986  -1.006
C23 0.4162 -3.9742 1.4772  0.201
H11 -5.6749 -0.1535 -0.4666  0.468
H12 -5.3290 -1.4539 -1.6052  0.501
H13 -4.1192 -0.2011 -1.3048  0.162
H14 -5.8705 -3.7877 0.6787  0.474
H15 -4.3454 -4.3436 1.3769  0.403
H16 -4.5318 -4.2156 -0.3891  0.403
H17 -5.5274 -0.7932 2.4632  0.458
H18 -3.9168 -0.0795 2.4211  0.271
H19 -4.1744 -1.6577 3.1912  0.421
H20 -3.2920 -2.4829 -2.1644  0.204
H21 -2.9232 -3.2095 -4.4788  0.489
H22 -0.6595 -3.8676 -5.2224  0.476
H23 1.2289 -3.8425 -3.6329  0.515
H24 0.8749 -3.2043 -1.2984  0.312
H25 -2.5742 -3.2361 2.9289  0.135
H26 -1.6165 -4.6312 4.7051  0.458
H27 0.6473 -5.5860 4.4430  0.442
H28 1.9448 -5.1661 2.3868  0.485
H29 0.9910 -3.8308 0.5734  0.310
C24 -0.3352 3.0502 0.5092  -0.793
N5 -1.0314 4.2930 0.6587  0.155
C25 -2.2420 4.0824 1.4603  -0.789
N6 -3.1425 3.1268 0.7999  0.139
C26 -2.4649 1.8723 0.6469  -0.489
N7 -1.2017 1.9974 -0.1850  1.596
C27 -1.6213 2.6106 -1.5074  -0.766
N8 -2.3027 3.8599 -1.3394  0.226
C28 -1.4166 4.8092 -0.6575  -0.654
C29 -3.5014 3.6530 -0.5218  -0.701
H30 -0.0586 2.6592 1.4860  0.299
H31 0.5601 3.1889 -0.1019  0.262
H32 -2.7586 5.0318 1.5864  0.362
H33 -1.9663 3.7027 2.4453  0.307
H34 -3.1175 1.1504 0.1529  -0.403
H35 -2.1789 1.4957 1.6308  0.415
H36 -2.2897 1.9057 -2.0019  0.007
H37 -0.7218 2.7540 -2.1082  0.223
H38 -1.9332 5.7592 -0.5353  0.342
H39 -0.5236 4.9742 -1.2620  0.329
H40 -4.1687 2.9506 -1.0253  0.324
H41 -4.0235 4.6002 -0.4015  0.346

Atoms 1-3, force components in eV/Å:
Co 0.121 0.448 -0.343
C -0.010 -0.011 -0.007
C 0.005 0.071 -0.036

=====

- Which of these has the highest largest force on an atom?
  C50H83N22O4P

=====

- The highest multiplicity belongs to which entry?
  C29H41CoGe2N8S

=====

- Look up the largest force on an atom of the second one.
  9.538 eV/A

=====

- Among the records above, which one has the lowest energy relative to the best compared isomer or geometry (same formula, charge and spin)?
  C29H41CoGe2N8S